DFT (the ωB97M-V functional and the def2-TZVPD basis) results for a molecular structure, C12H10As4CuF24N2O4 in a non-equilibrium geometry.

Results
Gap between HOMO and LUMO = 7.1120 eV
Energy above the lowest of the compared OMol25 structures with the same formula, charge and spin = 0.00 kJ/mol
DFT total energy = -376999.6674 eV

Structure (ORCA input):
```
! RIJCOSX wB97M-V def2-TZVPD def2/J DEFGRID3
* xyz -3 1
Cu -19.4098 5.6750 -8.3433
As -16.6071 8.3393 -9.0488
F -16.1089 9.9874 -9.4277
F -17.0714 8.6722 -7.3959
F -17.0503 6.6196 -8.6547
F -16.1760 7.7520 -10.6519
F -14.9632 8.0323 -8.5713
F -18.2506 8.7166 -9.5485
As -23.2918 4.7940 -8.7973
F -23.5350 4.8926 -7.0576
F -21.5224 5.1664 -8.6842
F -23.1609 4.7032 -10.5481
F -24.9780 4.1994 -8.9618
F -23.7806 6.4694 -8.9602
F -22.8575 3.0747 -8.6929
As -21.0491 8.8909 -6.9777
F -22.5605 8.7768 -7.9585
F -21.7730 7.7214 -5.9000
F -19.6089 9.0630 -5.9813
F -20.4895 10.1176 -8.1273
F -21.7814 10.1531 -6.0125
F -20.1554 7.6598 -7.8670
As -16.0966 4.7806 -5.5948
F -14.7540 4.7891 -4.4455
F -14.9917 5.3993 -6.7905
F -17.4797 4.8373 -6.7174
F -17.1467 4.0293 -4.3817
F -16.6115 6.3861 -5.0886
F -15.6856 3.1016 -5.9798
C -20.4613 1.7899 -2.4303
C -19.6054 2.8040 -1.9909
C -19.4488 3.9583 -2.7141
C -20.0888 4.0551 -3.9583
C -20.9816 3.0369 -4.3615
C -21.1618 1.8493 -3.6069
N -19.9150 5.1990 -4.8290
O -20.4813 5.1046 -5.9090
O -19.2590 6.1318 -4.4497
H -20.4762 0.9576 -1.7315
H -19.1296 2.7009 -1.0249
H -18.6986 4.6004 -2.2748
H -21.4880 3.0118 -5.3156
H -21.7489 1.0191 -3.9683
C -20.7743 4.6238 -15.0990
C -21.0523 3.8375 -14.0105
C -20.2849 3.9148 -12.8762
C -19.2746 4.8498 -12.7966
C -19.0658 5.7510 -13.8324
C -19.8324 5.6468 -14.9624
N -18.4865 4.9941 -11.5832
O -17.5053 5.6988 -11.6436
O -18.9696 4.5768 -10.5418
H -21.2810 4.4546 -16.0405
H -21.8614 3.1615 -14.2638
H -20.6160 3.2008 -12.1330
H -18.3272 6.5379 -13.7919
H -19.6029 6.1903 -15.8714
*
```

***

DFT (the ωB97M-V functional and the def2-TZVPD basis) results for a molecular structure, C41H54AsN4O5RuS2Si2 in a non-equilibrium geometry.

Results
Gap between HOMO and LUMO (alpha / beta) = 6.3076 / 6.1650 eV
Energy above the lowest of the compared OMol25 structures with the same formula, charge and spin = 87.60 kJ/mol
DFT total energy = -160439.1284 eV
Expectation value of S² = 0.765

Structure (ORCA input):
```
! RIJCOSX wB97M-V def2-TZVPD def2/J DEFGRID3
* xyz 0 2
Ru 0.0516 0.1569 -0.0900
O -1.4218 -1.4837 1.5921
C -2.0183 -2.5496 0.8694
C -1.7492 -2.3696 -0.6452
O -2.3687 -3.0729 -1.4287
O -0.8935 -1.4650 -0.9875
C -1.4508 -3.8820 1.3611
C -1.4329 -4.1010 2.7396
C -0.9161 -5.2733 3.2695
C -0.4146 -6.2565 2.4233
C -0.4315 -6.0489 1.0520
C -0.9439 -4.8689 0.5205
C -3.5219 -2.4261 1.0801
C -4.3769 -3.5035 0.8749
C -5.7464 -3.3543 1.0439
C -6.2803 -2.1242 1.4110
C -5.4340 -1.0391 1.5892
C -4.0614 -1.1895 1.4212
H -0.5213 -1.7251 1.8424
H -1.8432 -3.3434 3.4000
H -0.9149 -5.4264 4.3420
H -0.0226 -7.1809 2.8310
H -0.0486 -6.8116 0.3831
H -0.9678 -4.7281 -0.5523
H -3.9665 -4.4599 0.5748
H -6.4016 -4.2027 0.8829
H -7.3476 -2.0152 1.5614
H -5.8432 -0.0702 1.8544
H -3.3987 -0.3437 1.5642
C 4.3471 -2.1388 -0.3394
N 2.9755 -2.1118 0.1468
C 2.0037 -2.8868 -0.6229
C 2.5656 -1.2780 1.1153
O 1.3612 -0.9532 1.2799
N 3.5073 -0.7596 1.9618
C 4.5103 -1.6212 2.5778
C 3.1012 0.3887 2.7616
H 4.3316 -2.0208 -1.4238
H 4.8459 -3.0807 -0.1007
H 4.9142 -1.3151 0.0828
H 1.8813 -3.8861 -0.1989
H 2.3670 -2.9780 -1.6463
H 1.0421 -2.3951 -0.6536
H 4.4110 -2.6421 2.2169
H 4.3587 -1.6314 3.6598
H 5.5268 -1.2746 2.3769
H 2.4710 1.0477 2.1749
H 3.9975 0.9291 3.0682
H 2.5441 0.0862 3.6538
N -5.2588 2.6449 -3.9344
C -3.9821 3.0596 -4.0462
S -3.5618 4.2747 -5.0484
C -2.9947 2.3648 -3.1333
C -3.4038 1.4642 -2.1651
C -2.4694 0.8735 -1.3328
N -1.1603 1.1365 -1.4217
C -0.7577 1.9744 -2.3761
C -1.6418 2.6047 -3.2371
H -5.8842 3.0194 -4.6314
H -5.4479 1.6945 -3.6519
H -4.4468 1.2198 -2.0148
H -2.7662 0.1636 -0.5782
H 0.3069 2.1369 -2.4449
H -1.2738 3.2856 -3.9929
C 5.5952 2.9252 -7.0384
C 6.3960 1.7332 -7.5045
O 6.9000 1.6716 -8.5908
S 6.7516 0.3779 -6.3620
C 5.4748 0.4636 -5.1373
C 4.1466 0.2075 -5.4747
C 3.1669 0.2126 -4.4958
C 3.4976 0.4466 -3.1544
C 4.8305 0.6959 -2.8281
C 5.8099 0.7090 -3.8107
C 2.4744 0.4027 -2.1433
C 1.5902 0.3568 -1.3105
H 4.9507 3.2573 -7.8509
H 6.3109 3.7225 -6.8305
H 5.0106 2.7362 -6.1448
H 3.8846 0.0043 -6.5063
H 2.1338 0.0132 -4.7522
H 5.0932 0.8897 -1.7958
H 6.8421 0.9105 -3.5514
C 0.1227 2.0902 5.0763
Si -1.1344 1.1477 4.0624
C -1.0073 -0.6384 4.5561
C -2.8439 1.7690 4.4608
As -0.6501 1.5267 1.8048
Si -1.4484 3.7023 1.4280
C -3.3056 3.7170 1.2312
C -1.0053 4.8527 2.8329
C -0.6365 4.3649 -0.1250
H -0.1509 2.0869 6.1382
H 0.2108 3.1286 4.7491
H 1.1079 1.6247 4.9751
H -1.0834 -0.7152 5.6463
H -0.0489 -1.0627 4.2415
H -1.8049 -1.2333 4.1045
H -3.0710 1.5223 5.5030
H -3.5987 1.2944 3.8252
H -2.9297 2.8516 4.3371
H -3.8034 3.3643 2.1385
H -3.6159 3.0722 0.4038
H -3.6580 4.7337 1.0208
H -1.4208 4.5270 3.7903
H -1.4002 5.8523 2.6174
H 0.0804 4.9329 2.9452
H -1.3421 4.3939 -0.9606
H 0.2090 3.7401 -0.4204
H -0.2652 5.3808 0.0381
*
```

***

DFT (the ωB97M-V functional and the def2-TZVPD basis) results for a molecular structure, C29H25ClPTeTi in a non-equilibrium geometry.

Results
Gap between HOMO and LUMO (alpha / beta) = 6.7626 / 6.7646 eV
DFT total energy = -82693.0148 eV

Structure (ORCA input):
```
! RIJCOSX wB97M-V def2-TZVPD def2/J DEFGRID3
* xyz 1 1
C 2.6211 -0.7080 1.9779
C 1.7524 0.4101 1.7603
C 0.4639 0.0790 2.3388
H 2.0580 1.3589 1.3448
C 0.5571 -1.2866 2.8412
C 1.8810 -1.7308 2.6125
H 2.3077 -2.6756 2.9351
H 3.6985 -0.7532 1.8116
H -0.3998 0.7221 2.4701
H -0.1786 -1.8252 3.4110
Ti 0.5941 -1.1220 0.6066
Cl -1.2874 -2.4003 0.2344
P -1.1027 0.6396 -0.5483
C -2.4894 1.4410 0.4054
C -2.8505 2.7945 0.2620
H -2.2820 3.4864 -0.3642
C -3.9988 3.2989 0.8991
H -4.2527 4.3584 0.7995
C -4.8285 2.4659 1.6506
H -5.7076 2.8559 2.1528
C -4.4881 1.1151 1.7508
H -5.1300 0.4354 2.3143
C -3.3406 0.5982 1.1353
H -3.1290 -0.4715 1.1862
C -0.3769 2.1971 -1.2098
C 0.4555 2.9003 -0.3323
H 0.6176 2.5492 0.6866
C 1.0483 4.1028 -0.7440
H 1.7383 4.5990 -0.0695
C 0.7443 4.6573 -1.9974
H 1.2241 5.5856 -2.3062
C -0.1595 4.0010 -2.8205
H -0.4340 4.4457 -3.7852
C -0.7367 2.7718 -2.4420
H -1.4670 2.3176 -3.1061
C -2.1208 0.1754 -2.0320
C -3.4212 0.6557 -2.2838
H -3.9614 1.2892 -1.5775
C -4.0649 0.3504 -3.4995
H -5.0790 0.7167 -3.6837
C -3.4275 -0.4120 -4.4823
H -3.9269 -0.6615 -5.4136
C -2.1283 -0.8614 -4.2287
H -1.5986 -1.4519 -4.9810
C -1.4733 -0.5702 -3.0277
H -0.4427 -0.8936 -2.8777
Te 2.1782 -3.0751 -0.1999
C 3.9093 -3.7614 0.9083
C 5.2508 -3.2923 0.8148
C 6.2378 -3.7462 1.7168
C 5.9384 -4.7690 2.6368
C 4.6651 -5.3713 2.5951
C 3.6942 -4.9122 1.7033
H 5.5014 -2.5334 0.0736
H 7.2445 -3.3313 1.7150
H 6.7153 -5.1427 3.3338
H 4.4600 -6.2097 3.2748
H 2.7279 -5.4059 1.6542
*
```

***

DFT (the ωB97M-V functional and the def2-TZVPD basis) results for C5H3NO in the gas phase in a non-equilibrium geometry.

Results
Gap between HOMO and LUMO = 10.0552 eV
Energy above the lowest of the compared OMol25 structures with the same formula, charge and spin = 244.09 kJ/mol
DFT total energy = -8767.4765 eV

Structure (ORCA input):
```
! RIJCOSX wB97M-V def2-TZVPD def2/J DEFGRID3
* xyz 0 1
C -1.5466 -1.5519 0.5003
C -1.5230 -0.3514 0.3644
C -0.5740 0.7510 0.2148
C 0.7203 0.0592 -0.2635
O 0.9030 -1.1299 -0.2203
C 1.8555 0.8320 -0.7880
N 2.8443 1.2409 -1.2262
H -1.4484 -2.6081 0.6149
H -0.8579 1.6041 -0.4127
H -0.3732 1.1541 1.2164
*
```

***

DFT (the ωB97M-V functional and the def2-TZVPD basis) results for 2 unconnected molecules or ions with the total composition C3H11N2S in a non-equilibrium geometry.

Results
Gap between HOMO and LUMO (alpha / beta) = 11.7244 / 6.8413 eV
Energy above the lowest of the compared OMol25 structures with the same formula, charge and spin = 133.41 kJ/mol
DFT total energy = -17085.2450 eV
Expectation value of S² = 0.753

Structure (ORCA input):
```
! RIJCOSX wB97M-V def2-TZVPD def2/J DEFGRID3
* xyz 2 2
C 1.3289 -1.4917 1.7824
C 2.2104 -1.3997 0.5434
S 1.3190 -0.6900 -0.9093
H 0.6950 -0.5898 1.7197
H 1.8539 -1.3751 2.7232
H 0.5069 -2.2089 1.7423
H 3.0149 -0.6613 0.5677
H 2.6266 -2.3830 0.2822
H 2.4413 -0.1502 -1.4335
N -1.6439 0.4829 0.2429
C -1.7715 1.5939 -0.4727
N -2.8573 2.3070 -0.3977
H -2.4462 -0.1353 0.3010
H -0.7754 -0.0068 0.4388
H -0.9701 2.0927 -1.0094
H -3.0612 3.2631 -0.6616
H -3.4931 1.9628 0.3194
*
```

***

DFT (the ωB97M-V functional and the def2-TZVPD basis) results for a gas-phase ion, C7H14N6 (charge +2) in a non-equilibrium geometry.

Results
Gap between HOMO and LUMO = 8.1875 eV
Energy above the lowest of the compared OMol25 structures with the same formula, charge and spin = 69.07 kJ/mol
DFT total energy = -16407.3621 eV

Structure (ORCA input):
```
! RIJCOSX wB97M-V def2-TZVPD def2/J DEFGRID3
* xyz 2 1
C -3.8468 1.1155 0.1494
C -2.9660 0.0767 -0.4043
N -1.6568 0.6438 0.0048
N -0.4166 -0.0657 0.0214
C 0.4533 1.0688 0.0456
C 1.8975 0.7483 0.0531
N 2.9788 1.4869 -0.0414
C 4.1237 0.7649 -0.0631
N 3.6960 -0.7153 -0.0980
C 2.3629 -0.7453 0.0492
N 1.3689 -1.6563 -0.1627
C -0.0149 -1.2956 -0.1583
N -0.9583 -2.2123 0.0357
H -4.0038 1.0033 1.2738
H -3.4595 2.1225 -0.1078
H -4.8964 1.0920 -0.1266
H -3.0013 0.0624 -1.4984
H -3.2490 -0.9826 -0.0961
H -1.7205 1.1941 0.8455
H 0.2703 1.5797 0.9859
H 0.3231 1.7874 -0.7935
H 4.8419 1.0352 -0.8122
H 4.7016 0.9523 0.8572
H 4.3964 -1.3914 -0.4127
H 1.5112 -2.5835 0.1885
H -0.7721 -3.2231 0.0769
H -1.9635 -1.8627 0.1879
*
```

***

> Which of these has the lowest DFT total energy?

C12H10As4CuF24N2O4

***

> DFT total energy of number 3 (C29H25ClPTeTi)?

-82693.0148 eV